Formula: BrClFH2IN4
Source: the OMol25 dataset
Level of theory: wB97M-V/def2-TZVPD

The value obtained for the gap between HOMO and LUMO (spin up / spin down) is 6.9 / 7.3 eV. The value obtained for the HOMO energy (spin up / spin down) is -8.98 / -9.45 eV. Its spin multiplicity is 1. The calculation puts the total energy at -99367.092 eV. Its maximum force is 2.91 eV Å⁻¹. The energy above the lowest of the compared OMol25 structures with the same formula, charge and spin is 2.7221 eV.

Structure (XYZ):
```
10
Properties=species:S:1:pos:R:3:forces:R:3:nbo_charge:R:1
N 0.93380 -1.23708 0.21574 0.1 -1.7 1.4 -0.361
N -1.37370 0.72657 0.87340 -0.3 -0.4 -0.7 -0.593
N -0.61128 0.13486 -0.97000 -1.0 1.3 1.4 0.237
N 0.53500 -0.34178 -0.64505 2.0 1.1 -1.8 -0.166
F -1.60963 -0.84506 -1.24406 0.8 -0.4 0.3 -0.263
Cl 1.67647 -0.61499 1.75732 -0.4 0.2 -0.5 0.025
Br -1.16285 2.54324 1.10814 0.2 0.1 -0.1 0.203
I 2.25924 0.74137 -1.58652 -1.1 -0.3 0.3 0.181
H 1.73347 -1.78337 -0.13884 -0.8 0.3 0.0 0.394
H -2.38053 0.67627 0.62986 0.5 -0.2 -0.1 0.342
```
Forces are in eV/Å.

***

Formula: C7H10N4
Source: the OMol25 dataset
Level of theory: wB97M-V/def2-TZVPD

The value obtained for the gap between HOMO and LUMO (spin up / spin down) is 7.4 / 6.8 eV. The value obtained for the HOMO energy (spin up / spin down) is -6.92 / -10.25 eV. Its spin multiplicity is 3. The calculation puts the total energy at -13374.586 eV. Its maximum force is 10.61 eV Å⁻¹. The energy above the lowest of the compared OMol25 structures with the same formula, charge and spin is 1.2646 eV. The expectation value of S² is 2.0192.

Structure (XYZ):
```
21
Properties=species:S:1:pos:R:3:forces:R:3:nbo_charge:R:1
C -0.79078 -2.12901 -0.08270 0.6 1.7 -0.1 0.198
C 2.85338 0.79966 -0.31454 -0.1 -2.0 2.3 0.145
C 3.27440 -1.10282 0.67074 -1.5 2.1 -0.6 0.168
C -1.40432 0.09285 1.71359 -0.1 -2.0 1.3 -0.653
C -0.32951 -0.67082 -1.87047 3.4 2.4 -9.8 -0.309
C -1.58444 0.24339 0.14711 2.6 -0.4 1.7 -0.447
C -0.83672 -0.83848 -0.65279 -4.0 -2.4 8.5 -0.056
N -0.53219 -3.09974 0.51622 -0.2 -0.4 -0.1 -0.280
N 4.11924 0.63895 -0.29612 1.3 -0.5 -0.3 -0.278
N 4.38438 -0.60936 0.28935 1.1 0.6 -0.8 -0.272
N 2.23245 -0.28007 0.34272 -2.1 3.4 -0.5 -0.591
H 2.34886 1.70556 -0.44546 -0.6 1.1 -0.8 0.195
H 3.00144 -2.01966 1.00734 0.1 -2.7 1.4 0.204
H -2.30878 0.25843 2.32658 -0.4 -0.7 -0.9 0.229
H -0.85498 0.82062 2.27768 1.3 0.8 -0.7 0.219
H -0.95941 -0.91644 2.06814 -0.9 1.5 -0.8 0.230
H -0.29317 0.24838 -2.51192 -0.2 -0.2 1.6 0.195
H 1.33290 0.06433 0.81955 1.8 -2.0 -0.6 0.433
H -0.12989 -1.42677 -2.61979 -0.3 -0.8 0.7 0.202
H -2.64383 0.25091 0.04301 -0.8 0.4 -1.0 0.247
H -1.02355 1.16315 -0.09921 -1.1 0.0 -0.4 0.219
```
Forces are in eV/Å.